[1]
Below is a structure of composition C42H59B2N9O2S3Sc at a distorted geometry, with properties calculated with ωB97M-V/def2-TZVPD.

2S+1 ... 1
Net charge ... -1
HOMO ... -2.5 eV
Frontier orbital gap ... 4.78 eV
LUMO energy ... 0.082 Eh

```
118
C42H59B2N9O2S3Sc | OMol25 | ωB97M-V/def2-TZVPD
Sc 0.10358 0.30195 -0.37111
C 6.01956 -1.84955 0.58593
C 6.16931 -1.48699 2.06873
C 6.16909 -2.73349 2.95577
C 7.50635 -0.75891 2.22362
N 5.07893 -0.58035 2.48853
C 5.26785 0.61053 3.17426
C 4.05705 1.15753 3.34207
N 3.09643 0.34069 2.77013
B 1.66729 1.07145 2.65022
N 2.01190 2.42413 1.93544
C 1.85809 3.65046 2.52824
C 2.10154 4.59858 1.60727
N 2.40727 3.94830 0.41981
C 2.34567 2.60699 0.64961
S 2.64260 1.34498 -0.47535
C 2.59663 4.62268 -0.89200
C 2.51819 6.13594 -0.69097
C 3.97870 4.28690 -1.45327
C 1.47587 4.20436 -1.84643
N 0.51817 0.36228 1.91189
C 0.01780 -0.81717 2.51677
C -1.31211 -0.79287 2.65164
N -1.87875 0.38914 2.13288
C -0.76753 0.98246 1.39952
S -0.71574 2.57184 0.66713
C -2.71879 1.16357 3.09201
C -3.85450 0.23734 3.54168
C -3.37201 2.38871 2.46337
C -1.87929 1.60632 4.29922
C 3.72492 -0.77341 2.30493
S 3.03226 -2.22483 1.77890
H 6.93100 -2.34586 0.24583
H 5.87814 -0.93674 0.00066
H 5.16326 -2.49952 0.42840
H 6.97225 -3.41139 2.65550
H 5.21264 -3.24543 2.86339
H 6.32174 -2.44850 3.99894
H 8.29107 -1.39041 1.80787
H 7.75535 -0.57582 3.27051
H 7.50465 0.18949 1.68372
H 6.23145 0.98071 3.46446
H 3.79268 2.09393 3.79941
H 1.38367 1.37925 3.79573
H 1.54734 3.73741 3.55397
H 2.05416 5.66566 1.69263
H 3.28673 6.49547 -0.00382
H 1.53534 6.44094 -0.32940
H 2.68159 6.61254 -1.65736
H 4.75845 4.63374 -0.77094
H 4.10744 4.79017 -2.41366
H 4.08777 3.21504 -1.59891
H 0.50241 4.41558 -1.40138
H 1.51857 3.14039 -2.06732
H 1.56639 4.76037 -2.78227
H 0.69842 -1.58447 2.84486
H -1.91321 -1.54186 3.14064
H -4.43063 -0.08925 2.67391
H -4.51617 0.77452 4.22460
H -3.48771 -0.64554 4.06614
H -3.88727 2.11838 1.53881
H -2.64625 3.15956 2.22627
H -4.10135 2.78927 3.17276
H -1.46884 0.74302 4.82682
H -2.48093 2.19326 4.99992
H -1.04312 2.22034 3.95549
N 2.70802 -3.05515 -1.68718
C 1.66972 -3.83989 -1.24395
C 0.73337 -2.97228 -0.77872
N 1.18982 -1.68202 -0.91500
C 2.37812 -1.76863 -1.46311
H 3.58942 -3.37468 -2.04469
H 1.69603 -4.91331 -1.29072
H -0.21846 -3.19168 -0.32853
H 3.03848 -0.94423 -1.67148
C 0.88611 0.61168 -4.08226
C -0.26474 1.57837 -4.13760
C -0.31629 2.54168 -5.14062
C -1.35580 3.45365 -5.20999
C -2.36387 3.40122 -4.25514
C -2.34842 2.44781 -3.24643
C -3.41656 2.41782 -2.18741
C -1.29249 1.51760 -3.18669
N -1.22494 0.60891 -2.13574
H 1.67074 0.92930 -4.77224
H 0.56776 -0.39585 -4.36663
H 1.33472 0.53053 -3.08959
H 0.48535 2.58074 -5.87143
H -1.37774 4.20270 -5.99238
H -3.18009 4.11503 -4.28939
H -4.19715 3.14923 -2.40296
H -2.97156 2.62903 -1.21065
H -3.88312 1.43237 -2.12047
C -5.42697 -5.97937 -2.49670
C -5.89547 -5.02800 -1.38508
C -6.24086 -5.85938 -0.14766
C -7.17608 -4.31550 -1.84239
C -4.78592 -4.01316 -1.10823
C -3.99075 -4.07527 0.02970
C -2.94554 -3.17382 0.26611
C -2.71635 -2.20687 -0.67756
O -1.78479 -1.22086 -0.70173
B -2.02698 -0.46934 -1.92010
O -3.10357 -1.08359 -2.61206
C -3.50411 -2.12767 -1.82567
C -4.52859 -3.00886 -2.05863
H -6.21161 -6.70036 -2.74424
H -4.53841 -6.52897 -2.17994
H -5.17354 -5.42382 -3.40122
H -7.07319 -6.52773 -0.37833
H -6.53587 -5.22096 0.68729
H -5.40077 -6.47870 0.17091
H -7.98720 -5.03946 -1.95261
H -7.04644 -3.81940 -2.80437
H -7.48139 -3.56358 -1.11236
H -4.17696 -4.83295 0.77784
H -2.34603 -3.22148 1.16617
H -5.11242 -2.91465 -2.96483
```

[2]
Below is a structure of composition C32H46GeN6OS3Sc at a distorted geometry, with properties calculated with ωB97M-V/def2-TZVPD.

2S+1 ... 1
Net charge ... +1
HOMO ... -10.5 eV
Frontier orbital gap ... 7.48 eV
LUMO energy ... -0.112 Eh
ΔE to the lowest compared entry with this formula, charge and spin ... 0.00 kJ/mol

```
90
C32H46GeN6OS3Sc | OMol25 | ωB97M-V/def2-TZVPD
Sc -0.18670 -1.46898 -0.37231
N -1.41911 -0.28212 -1.90160
N -0.77780 -0.80000 -3.04903
C -0.88989 -2.15483 -3.20013
N -0.55498 -2.61391 -4.43355
S -1.51857 -3.12245 -1.96857
H -2.39293 -0.65687 -1.83810
H -1.39763 0.70604 -1.87367
H -0.28884 -0.13963 -3.64522
H 0.16256 -2.09879 -4.97431
H -0.67512 -3.62439 -4.59655
S -2.99512 -3.01457 3.23687
C -4.04635 -1.97772 2.32589
C -5.41718 -1.77676 2.56250
C -6.14110 -0.97238 1.63374
C -5.46822 -0.32298 0.61619
C -4.13477 -0.57636 0.34963
C -3.36486 -1.41480 1.18307
N -2.04442 -1.79906 1.12768
C -1.76032 -2.65624 2.09219
C -0.47449 -3.33203 2.08991
C -0.27586 -4.52709 2.87607
C 0.96067 -5.15275 2.85582
C 1.99541 -4.48169 2.14546
C 1.77272 -3.32832 1.42306
C 0.50833 -2.78120 1.27987
H -5.87482 -2.04280 3.50137
H -7.19738 -0.84411 1.75778
H -5.99507 0.38224 -0.04565
H -3.66037 -0.12986 -0.56426
H -1.06221 -4.75733 3.60556
H 1.05989 -6.09671 3.41246
H 3.00369 -4.85839 2.13264
H 2.61205 -2.88458 0.91940
C 5.74961 2.13022 -4.49029
C 6.14024 1.46628 -3.17017
N 5.08768 0.61731 -2.64277
C 4.80541 0.90843 -1.21531
C 3.76707 2.10031 -1.16991
C 4.84050 -0.56871 -3.25955
O 5.38960 -0.89225 -4.32735
C 3.79382 -1.46861 -2.69656
C 3.93248 -2.81742 -2.98233
C 2.99901 -3.69325 -2.55849
C 1.97299 -3.27083 -1.77901
N 1.71869 -1.96219 -1.55261
C 2.70524 -1.07676 -1.93608
H 6.63993 2.51745 -5.03235
H 4.95479 2.89136 -4.37666
H 5.44589 1.27335 -5.13991
H 6.32079 2.15695 -2.37675
H 6.97062 0.83551 -3.41169
H 5.67373 1.21656 -0.63717
H 4.45920 -0.02021 -0.75397
H 4.25329 3.04678 -1.43099
H 3.38841 2.09463 -0.13556
H 2.91254 1.97898 -1.89515
H 4.77434 -3.12369 -3.64349
H 3.05248 -4.71114 -2.97784
H 1.20678 -3.95919 -1.43123
H 2.62327 -0.08406 -1.48109
S 0.60919 0.79383 0.39242
C -3.93118 0.77121 5.49963
C -2.96677 0.77598 4.30175
C -1.85582 1.83265 4.28623
C -0.76864 1.57314 3.28264
Ge -1.06896 1.97312 1.34110
C -0.61001 3.94280 1.07528
C -1.65789 4.94460 0.62015
C -1.93212 5.03995 -0.88023
C -2.68923 3.77861 -1.47170
H -4.84289 0.23689 5.23812
H -4.17745 1.79232 5.83444
H -3.48897 0.38310 6.40741
H -3.46590 0.85067 3.30835
H -2.44267 -0.16570 4.25216
H -1.31945 1.66995 5.24265
H -2.22395 2.84147 4.21246
H -0.42777 0.51675 3.19489
H 0.16312 2.13366 3.47132
H -2.49328 2.01862 0.95101
H 0.29971 4.09047 0.48185
H -0.41899 4.17863 2.15650
H -1.36955 5.94699 1.04612
H -2.60327 4.71787 1.09354
H -0.92967 5.18218 -1.40989
H -2.48512 5.97556 -1.03534
H -2.00294 2.95292 -1.70200
H -3.08733 3.98503 -2.46609
H -3.45181 3.28239 -0.88473
```

[3]
Below is a cluster of 2 separate species, C6H9N2O2 in total at a distorted geometry, with properties calculated with ωB97M-V/def2-TZVPD.

2S+1 ... 1
Net charge ... -1
HOMO ... -3.1 eV
Frontier orbital gap ... 6.57 eV
LUMO energy ... 0.126 Eh
ΔE to the lowest compared entry with this formula, charge and spin ... 233.88 kJ/mol

```
19
C6H9N2O2 | OMol25 | ωB97M-V/def2-TZVPD
C -2.08574 2.30260 1.14931
C -1.72158 0.85271 1.04879
C -1.61219 -0.90860 -0.16180
C -1.85331 -0.23742 1.90704
N -1.48790 0.36880 -0.24019
N -1.74475 -1.39402 1.08748
H -1.77663 -1.55900 -1.00217
H -3.11360 2.35790 0.84675
H -1.36716 2.88891 0.56592
H -1.66751 -2.29521 1.51822
H -2.14581 -0.21844 2.94259
H -1.94163 2.74578 2.15175
C 3.28319 0.77966 -1.67870
C 2.44787 -0.38002 -1.05765
O 1.28147 -0.36729 -0.58973
O 3.04383 -1.49289 -1.25356
H 3.49520 0.50340 -2.68475
H 4.07548 1.10724 -1.03300
H 2.49052 1.52220 -1.80581
```

[4]
Below is a cluster of 3 separate species, C2H2N2O4 in total at a distorted geometry, with properties calculated with ωB97M-V/def2-TZVPD.

2S+1 ... 1
HOMO ... -9.8 eV
Frontier orbital gap ... 10.16 eV
LUMO energy ... 0.013 Eh
ΔE to the lowest compared entry with this formula, charge and spin ... 168.92 kJ/mol

```
10
C2H2N2O4 | OMol25 | ωB97M-V/def2-TZVPD
C 0.09583 0.54285 -0.01403
C -1.78655 -2.41224 -0.05072
N 3.43461 -0.85405 -0.28528
N -0.94599 1.03779 -0.10140
O -2.80064 -2.17614 0.42342
O -0.78582 -2.65424 -0.54558
O 2.47601 -1.07201 0.67683
O 4.48684 -1.35775 -0.05072
H -1.82933 1.49000 -0.19232
H 1.67454 -0.57888 0.38573
```

[5]
Below is a structure of composition C40H39BBrIN9RhS at a distorted geometry, with properties calculated with ωB97M-V/def2-TZVPD.

⟨S²⟩ ... 6.041
2S+1 ... 5
Net charge ... +2
HOMO (alpha / beta) ... -13.0 / -13.0 eV
Frontier orbital gap (alpha / beta) ... 7.38 / 4.39 eV
LUMO energy (alpha / beta) ... -0.207 / -0.317 Eh
ΔE to the lowest compared entry with this formula, charge and spin ... 51.65 kJ/mol

```
93
C40H39BBrIN9RhS | OMol25 | ωB97M-V/def2-TZVPD
Rh -0.16247 0.42570 0.25480
C -4.75345 3.35331 -1.00801
C -3.78224 2.73620 -0.05094
C -3.78788 2.75536 1.32519
C -2.65016 2.03697 1.73352
N -2.01387 1.59671 0.65788
N -2.69675 2.02754 -0.43661
B -2.21152 1.70646 -1.86121
N -2.19366 0.11171 -1.97596
N -1.68031 -0.59647 -1.01779
C -2.02801 -1.91401 -1.28439
C -2.76292 -1.95946 -2.51673
C -2.86549 -0.67664 -2.92085
C -3.55189 -0.10173 -4.11133
C -1.76273 -2.99287 -0.42610
C -2.14545 -4.29967 -0.85118
C -1.92762 -5.38420 -0.04292
C -1.33254 -5.20735 1.21039
C -0.94917 -3.92751 1.65636
C -1.15594 -2.84221 0.85706
N -0.80799 2.28356 -2.05765
N 0.08479 2.22429 -1.02089
C 1.09439 3.02900 -1.31886
C 0.87438 3.58953 -2.58769
C -0.34263 3.10530 -3.02241
C -1.09634 3.41130 -4.28042
C 2.15748 3.34341 -0.34272
C 3.38870 3.81705 -0.76645
C 4.38817 4.11054 0.15556
C 4.15578 3.94806 1.51250
C 2.91165 3.50782 1.94678
C 1.91976 3.21474 1.02221
C -2.16802 1.78032 3.11297
C -0.91289 1.23652 3.38034
C -0.47232 1.02299 4.67865
C -1.29248 1.34816 5.74652
C -2.54253 1.89385 5.49973
C -2.97214 2.11124 4.19591
H -5.52715 3.87292 -0.44835
H -5.23420 2.59989 -1.63512
H -4.26504 4.07510 -1.66550
H -4.51243 3.25435 1.95256
H -2.96630 2.14282 -2.67748
H -3.16310 -2.82367 -3.02747
H -3.97354 -0.90441 -4.71109
H -2.85609 0.46818 -4.73192
H -4.35658 0.57121 -3.81187
H -2.60015 -4.43845 -1.82248
H -2.22000 -6.37180 -0.37492
H -1.17397 -6.06643 1.85473
H -0.49875 -3.81210 2.63407
H -0.88196 -1.87347 1.20847
H 1.50483 4.29665 -3.11055
H -0.50423 4.07358 -4.90852
H -2.04597 3.90623 -4.06701
H -1.31350 2.50436 -4.85028
H 3.57913 3.94720 -1.82875
H 5.34963 4.47420 -0.18925
H 4.93247 4.18336 2.23045
H 2.70827 3.42232 3.00834
H 0.93510 2.91492 1.36133
H -0.24503 1.01720 2.56463
H 0.52114 0.62818 4.86891
H -0.95385 1.19076 6.76339
H -3.18947 2.15933 6.32795
H -3.95357 2.53774 4.02598
C 5.67175 -0.64944 -1.47028
C 5.06186 0.60449 -0.81780
C 3.93672 0.26812 0.10918
N 2.69506 0.48891 -0.11356
N 1.86701 0.03230 0.91434
C 2.52080 -0.55035 1.88798
N 1.92569 -1.09867 2.97108
S 4.21481 -0.56874 1.63025
H 6.50853 -0.36619 -2.11048
H 4.93048 -1.16861 -2.08163
H 6.04872 -1.34906 -0.71928
H 4.65848 1.27448 -1.57589
H 5.83036 1.14677 -0.26551
H 0.94393 -0.94004 3.12265
H 2.47652 -1.39019 3.75870
Br -0.25573 -5.04175 -3.19477
C 0.67631 -5.19938 -1.55994
C 0.68939 -6.44414 -0.94665
C 1.34021 -6.61613 0.26642
C 1.97751 -5.54354 0.87614
C 1.97242 -4.29968 0.26559
C 1.33031 -4.12537 -0.95569
I 1.40933 -2.22920 -1.82753
H 0.19688 -7.27901 -1.43008
H 1.35505 -7.59577 0.72901
H 2.49316 -5.67749 1.82040
H 2.47505 -3.45806 0.73179
```

[6]
Below is a cluster of 2 separate species, C5H9N2 in total at a distorted geometry, with properties calculated with ωB97M-V/def2-TZVPD.

2S+1 ... 1
Net charge ... +1
HOMO ... -13.5 eV
Frontier orbital gap ... 8.83 eV
LUMO energy ... -0.173 Eh
ΔE to the lowest compared entry with this formula, charge and spin ... 688.18 kJ/mol

```
16
C5H9N2 | OMol25 | ωB97M-V/def2-TZVPD
C 3.57405 0.53961 0.13350
C 3.25603 -0.77221 -0.39719
C -2.18020 1.15249 0.91562
C -0.82594 0.72851 0.44758
C -2.47542 -0.98277 -0.75604
N -1.82654 0.04921 0.06795
N 2.35962 0.33526 0.21217
H 4.31863 1.12536 0.61173
H 3.14755 -0.69214 -1.44975
H 3.31969 -1.69812 0.15037
H -2.54390 0.85377 1.92553
H -2.65536 1.96561 0.53882
H 0.16807 0.82349 0.27389
H -1.51057 -1.53211 -1.12134
H -3.09795 -1.34863 0.08478
H -3.02778 -0.54733 -1.63761
```